# 1
ORCA calculation (wB97M-V/def2-TZVPD) on a cluster of 10 separate species, C32H51N10O14 in total.

Each line ends with the Löwdin charge.
Atoms and positions in Å:
C  42.929  -0.865  -18.496  -0.079
C  42.329  -2.270  -18.485  -0.535
C  40.886  -2.302  -19.122  -0.052
O  43.239  -3.214  -19.053  -0.343
H  42.859  -0.464  -19.511  0.068
H  43.957  -0.948  -18.150  0.052
H  42.440  -0.108  -17.874  0.068
H  42.218  -2.629  -17.453  0.094
H  40.241  -1.513  -18.725  0.046
H  40.367  -3.260  -19.115  0.050
H  40.966  -2.050  -20.184  0.059
C  46.956  0.445  -20.411  -0.002
C  46.363  -0.749  -19.898  -0.005
C  46.646  -1.949  -20.517  -0.330
C  47.721  -1.972  -21.428  -0.019
C  48.211  -0.818  -21.967  -0.039
C  47.846  0.435  -21.467  -0.330
O  48.370  1.602  -21.945  0.043
O  46.201  -3.171  -20.098  0.024
H  46.522  1.345  -19.996  0.091
H  45.724  -0.698  -19.031  0.083
H  48.080  -2.944  -21.739  0.117
H  48.831  -0.861  -22.856  0.111
H  48.999  1.498  -22.662  0.097
H  45.294  -3.176  -19.749  0.055
C  39.012  -0.063  -16.221  0.001
C  38.235  0.961  -15.634  0.005
C  37.258  0.645  -14.688  -0.334
C  37.207  -0.640  -14.188  -0.019
C  37.966  -1.664  -14.758  -0.010
C  38.897  -1.371  -15.729  -0.302
O  39.555  -2.374  -16.408  -0.001
O  36.303  1.586  -14.377  0.021
H  39.725  0.160  -17.004  0.106
H  38.357  1.975  -15.990  0.115
H  36.560  -0.948  -13.377  0.116
H  37.569  -2.648  -14.541  0.117
H  39.549  -2.102  -17.333  0.039
H  35.430  1.329  -14.680  0.104
C  39.139  2.967  -20.960  -0.017
C  38.057  2.688  -20.112  -0.011
C  37.785  1.344  -19.925  -0.314
C  38.507  0.304  -20.534  -0.021
C  39.579  0.643  -21.333  -0.007
C  39.922  1.982  -21.493  -0.332
O  40.954  2.284  -22.349  0.026
O  36.657  1.096  -19.171  0.020
H  39.257  4.034  -21.106  0.115
H  37.401  3.495  -19.825  0.114
H  38.131  -0.704  -20.648  0.103
H  40.086  -0.155  -21.861  0.117
H  41.817  2.128  -21.951  0.096
H  36.633  0.213  -18.788  0.087
C  35.165  -3.243  -17.748  -0.009
C  35.069  -4.122  -16.677  -0.020
C  36.096  -4.983  -16.351  -0.324
C  37.234  -5.034  -17.147  -0.015
C  37.276  -4.182  -18.227  -0.035
C  36.253  -3.350  -18.604  -0.330
O  36.265  -2.511  -19.691  0.031
O  36.041  -5.795  -15.236  0.039
H  34.341  -2.654  -18.129  0.119
H  34.114  -4.271  -16.187  0.118
H  38.049  -5.688  -16.867  0.117
H  38.211  -4.247  -18.778  0.105
H  36.854  -2.848  -20.374  0.104
H  36.869  -6.284  -15.187  0.099
C  42.480  -1.997  -22.998  -0.694
O  42.099  -1.491  -24.052  0.001
N  43.305  -1.288  -22.152  0.160
N  42.067  -3.135  -22.417  0.168
H  43.692  -0.440  -22.529  0.104
H  43.792  -1.872  -21.490  0.069
H  42.312  -3.334  -21.461  0.055
H  41.537  -3.741  -23.021  0.112
C  41.812  -6.412  -19.808  -0.703
O  41.472  -7.541  -20.171  -0.012
N  42.808  -5.752  -20.407  0.157
N  41.183  -5.688  -18.841  0.167
H  43.063  -4.828  -20.075  0.036
H  43.380  -6.250  -21.064  0.109
H  41.688  -4.861  -18.546  0.050
H  40.366  -6.082  -18.416  0.095
C  41.366  -5.920  -14.991  -0.698
O  40.582  -6.635  -14.355  -0.013
N  41.027  -4.754  -15.567  0.164
N  42.668  -6.214  -15.187  0.168
H  40.116  -4.359  -15.414  0.080
H  41.721  -4.198  -16.033  0.074
H  43.087  -6.915  -14.607  0.111
H  43.163  -5.605  -15.815  0.058
C  44.454  3.077  -19.262  -0.709
O  44.404  3.011  -20.498  0.004
N  43.871  2.150  -18.482  0.175
N  44.887  4.183  -18.635  0.149
H  43.746  2.268  -17.494  0.105
H  43.590  1.288  -18.919  0.052
H  45.232  5.003  -19.095  0.105
H  45.340  3.925  -17.767  0.098
C  45.746  -4.743  -16.566  -0.710
O  46.659  -5.260  -15.926  0.004
N  44.913  -5.430  -17.367  0.151
N  45.512  -3.420  -16.694  0.163
H  45.043  -6.373  -17.680  0.116
H  44.179  -4.854  -17.765  0.056
H  46.257  -2.815  -16.398  0.107
H  44.778  -3.124  -17.331  0.058

Values from the calculation:
**Frontier orbital gap**: 8.19 eV
**Highest occupied orbital energy**: -6.181 eV
**Spin multiplicity**: 1
**Net charge**: -1

***

# 2
ORCA calculation (wB97M-V/def2-TZVPD) on a structure of composition C32H51N2O8PRuS3Si.

Each line ends with the Mulliken spin population.
Atoms and positions in Å:
Ru  -1.177  0.079  0.352  3.940
O  -2.061  -3.626  2.934  0.000
C  -2.410  -2.994  4.068  0.001
C  -2.519  -3.762  5.229  -0.001
C  -2.898  -3.182  6.421  0.000
C  -3.180  -1.821  6.482  0.000
C  -3.053  -1.049  5.345  0.001
C  -2.666  -1.611  4.129  0.024
C  -2.515  -0.773  2.917  -0.023
O  -2.288  -1.348  1.781  0.135
N  -2.658  0.517  3.064  0.034
N  -2.405  1.238  1.941  0.040
C  -2.995  2.384  1.874  0.021
C  -2.966  3.316  0.790  0.003
C  -3.740  4.485  0.897  -0.004
C  -3.875  5.367  -0.147  0.019
C  -3.243  5.082  -1.366  -0.004
C  -2.459  3.965  -1.498  0.023
C  -2.251  3.062  -0.419  0.000
O  -1.438  2.077  -0.567  0.178
H  -2.036  -2.940  2.228  -0.002
H  -2.301  -4.820  5.158  0.000
H  -2.971  -3.796  7.311  0.000
H  -3.492  -1.375  7.418  0.000
H  -3.247  0.014  5.370  -0.002
H  -3.635  2.635  2.721  0.018
H  -4.253  4.678  1.833  -0.001
H  -4.472  6.263  -0.041  0.002
H  -3.386  5.743  -2.213  0.000
H  -1.963  3.728  -2.432  0.001
C  1.994  1.948  -0.862  -0.012
C  1.704  1.110  -2.104  -0.028
C  2.935  0.297  -2.500  0.002
C  1.294  2.052  -3.237  0.002
O  0.632  0.193  -1.783  0.004
Si  -0.256  -0.836  -2.711  0.018
S  -2.081  -1.064  -1.658  0.283
O  -0.429  -0.133  -4.166  -0.002
C  -1.128  -0.473  -5.360  -0.001
C  -0.083  -0.922  -6.381  0.001
C  -2.151  -1.585  -5.139  0.019
C  -1.832  0.798  -5.830  -0.001
O  0.501  -2.241  -3.085  -0.001
C  0.796  -3.477  -2.417  -0.010
C  -0.316  -4.468  -2.751  0.002
C  0.927  -3.315  -0.913  0.025
C  2.131  -3.946  -2.990  0.002
H  2.735  2.716  -1.093  0.000
H  2.376  1.321  -0.060  -0.001
H  1.072  2.426  -0.526  0.002
H  3.767  0.968  -2.721  0.001
H  2.718  -0.310  -3.382  0.000
H  3.224  -0.365  -1.680  0.000
H  2.064  2.811  -3.380  0.000
H  0.352  2.538  -2.977  -0.001
H  1.155  1.498  -4.162  0.000
H  0.429  -1.807  -5.998  -0.001
H  0.654  -0.132  -6.532  0.000
H  -0.552  -1.162  -7.337  0.000
H  -1.646  -2.511  -4.855  -0.005
H  -2.719  -1.753  -6.055  0.001
H  -2.835  -1.312  -4.337  -0.003
H  -1.109  1.605  -5.955  0.000
H  -2.564  1.106  -5.082  0.001
H  -2.341  0.622  -6.780  0.000
H  -1.264  -4.088  -2.367  0.002
H  -0.110  -5.433  -2.284  0.000
H  -0.394  -4.605  -3.831  0.000
H  -0.020  -3.015  -0.467  -0.001
H  1.668  -2.550  -0.688  0.003
H  1.236  -4.255  -0.453  -0.001
H  2.082  -3.982  -4.079  0.000
H  2.377  -4.939  -2.611  0.000
H  2.921  -3.249  -2.702  0.000
C  2.016  3.742  2.697  -0.002
C  1.114  2.575  3.065  0.015
C  0.242  2.907  4.268  0.001
O  2.007  1.484  3.341  0.003
P  1.557  -0.062  3.497  0.045
S  0.578  -0.496  5.117  0.018
S  0.807  -0.570  1.666  0.216
O  3.012  -0.729  3.563  0.004
C  3.937  -0.692  2.456  0.022
C  5.207  -0.005  2.926  0.002
C  4.166  -2.115  1.980  0.002
H  1.420  4.627  2.473  0.000
H  2.630  3.495  1.830  0.000
H  2.671  3.954  3.544  0.000
H  0.479  2.303  2.212  -0.020
H  0.875  3.039  5.147  -0.001
H  -0.461  2.102  4.472  0.001
H  -0.313  3.829  4.083  0.000
H  3.497  -0.111  1.643  -0.008
H  5.624  -0.534  3.785  0.000
H  4.980  1.020  3.221  0.000
H  5.943  0.009  2.120  0.000
H  4.578  -2.718  2.791  0.000
H  4.857  -2.122  1.134  0.000
H  3.216  -2.552  1.672  0.001

Values from the calculation:
**Frontier orbital gap (spin up / spin down)**: 7.36 / 5.96 eV
**⟨S²⟩**: 8.7637
**Highest occupied orbital energy (spin up / spin down)**: -4.969 / -5.017 eV
**Spin multiplicity**: 6
**Net charge**: -1

***

# 3
ORCA calculation (wB97M-V/def2-TZVPD) on a cluster of 8 separate species, C32H52NO14 in total.

Each line ends with the Löwdin charge.
Atoms and positions in Å:
C  -12.238  -34.375  19.245  -0.012
N  -13.343  -34.013  20.169  -0.347
C  -12.743  -33.364  21.255  -0.058
C  -14.212  -33.118  19.419  -0.047
C  -14.078  -35.292  20.553  -0.072
C  -15.257  -35.227  21.548  -0.279
O  -15.756  -36.490  21.847  -0.068
H  -11.541  -33.425  18.954  0.144
H  -12.635  -34.509  18.253  0.091
H  -11.634  -35.326  19.664  0.172
H  -13.313  -32.987  22.151  0.129
H  -12.142  -32.413  20.932  0.141
H  -11.951  -33.848  21.674  0.077
H  -13.600  -32.346  18.815  0.143
H  -15.130  -32.637  19.694  0.082
H  -14.846  -33.538  18.582  0.126
H  -13.502  -36.152  20.923  0.142
H  -14.617  -35.865  19.737  0.155
H  -16.047  -34.715  21.038  0.102
H  -15.157  -34.624  22.472  0.107
H  -16.769  -36.544  21.939  0.107
C  -8.668  -30.273  18.796  0.125
C  -8.023  -29.353  17.721  -0.166
C  -7.553  -29.827  16.502  -0.396
O  -6.981  -29.004  15.761  0.093
C  -7.731  -31.230  16.156  0.100
C  -8.439  -32.190  17.091  -0.123
C  -8.830  -31.691  18.515  -0.374
O  -9.441  -32.449  19.207  0.089
O  -8.578  -33.476  16.857  0.157
O  -7.898  -28.020  17.999  0.081
H  -8.901  -29.794  19.735  0.109
H  -7.639  -31.335  15.126  0.088
H  -8.328  -33.613  15.995  0.085
H  -7.473  -27.728  17.106  0.153
C  -14.297  -28.370  19.904  0.134
C  -15.230  -27.240  20.491  -0.105
C  -15.719  -27.173  21.855  -0.418
O  -16.488  -26.304  22.205  0.107
C  -15.316  -28.345  22.695  0.091
C  -14.378  -29.480  22.222  -0.123
C  -13.899  -29.471  20.776  -0.378
O  -13.047  -30.256  20.447  0.090
O  -13.959  -30.464  23.067  0.027
O  -15.677  -26.238  19.637  0.056
H  -14.105  -28.534  18.928  0.068
H  -15.631  -28.222  23.802  0.133
H  -14.055  -30.528  24.091  0.185
H  -16.177  -25.590  20.232  0.142
C  -18.814  -36.577  17.588  -0.028
C  -17.456  -36.626  16.885  -0.439
O  -16.524  -36.122  17.479  0.028
C  -17.392  -37.278  15.465  0.021
H  -18.915  -35.941  18.523  0.096
H  -19.021  -37.558  18.038  0.084
H  -19.488  -36.423  16.748  0.076
H  -17.816  -38.147  15.632  0.029
H  -16.383  -37.282  15.148  0.078
H  -17.926  -36.841  14.694  0.065
C  -19.410  -30.304  22.204  -0.041
C  -18.573  -31.647  21.902  -0.505
O  -17.479  -31.479  21.568  0.060
C  -19.235  -33.098  22.085  0.015
H  -18.527  -29.338  21.967  0.153
H  -19.552  -30.224  23.423  0.116
H  -20.330  -30.031  21.712  0.029
H  -20.248  -32.989  21.569  0.108
H  -19.394  -33.314  23.124  0.061
H  -18.588  -33.726  21.623  0.013
C  -17.756  -39.196  24.991  0.020
C  -18.622  -38.162  24.138  -0.411
O  -18.205  -37.662  23.073  0.008
C  -20.032  -37.891  24.662  -0.030
H  -18.223  -40.129  24.721  0.086
H  -17.939  -39.036  26.032  0.072
H  -16.788  -39.096  24.778  0.027
H  -20.700  -38.850  24.438  0.143
H  -20.330  -37.100  23.918  0.082
H  -20.034  -37.354  25.583  0.064
C  -16.580  -32.144  25.088  0.009
C  -15.825  -33.410  25.238  -0.433
O  -14.703  -33.513  25.719  0.062
C  -16.473  -34.746  24.826  -0.013
H  -17.692  -32.447  25.016  0.120
H  -16.373  -31.734  24.077  0.088
H  -16.517  -31.372  25.640  0.008
H  -17.002  -34.614  23.927  0.045
H  -17.109  -35.171  25.446  0.030
H  -15.817  -35.597  24.633  0.098
C  -18.225  -32.020  17.908  -0.016
C  -17.442  -30.801  18.375  -0.501
O  -16.221  -30.730  18.246  0.051
C  -18.226  -29.655  18.863  -0.005
H  -19.002  -32.489  18.510  0.072
H  -17.600  -32.729  17.364  0.067
H  -18.735  -31.594  16.936  0.130
H  -19.257  -29.912  19.391  0.146
H  -18.524  -29.173  17.992  0.078
H  -17.471  -29.104  19.138  0.018

Values from the calculation:
**Frontier orbital gap**: 6.88 eV
**Highest occupied orbital energy**: -10.734 eV
**Spin multiplicity**: 1
**Net charge**: +1

***

# 4
ORCA calculation (wB97M-V/def2-TZVPD) on a structure of composition C32H52O4SbSi3Sn.

Each line ends with the Löwdin charge.
Atoms and positions in Å:
Sn  1.199  -3.066  0.073  1.352
C  -0.400  -1.271  -3.557  -0.127
C  0.412  -2.327  -3.380  -0.095
C  1.724  -1.851  -2.938  -0.156
C  1.690  -0.513  -2.813  -0.131
C  0.353  -0.023  -3.240  -0.484
H  -1.415  -1.297  -3.923  0.089
H  0.153  -3.361  -3.556  0.110
H  2.588  -2.480  -2.783  0.095
H  2.510  0.126  -2.521  0.105
H  0.454  0.628  -4.116  0.080
O  2.016  -2.352  2.194  -0.148
C  2.173  -0.915  2.379  -0.286
C  1.612  -0.223  1.109  -0.570
O  1.621  0.991  1.051  0.054
O  1.141  -0.983  0.172  -0.217
C  3.659  -0.646  2.588  -0.153
C  4.450  0.061  1.691  -0.006
C  5.810  0.214  1.934  -0.059
C  6.389  -0.336  3.066  -0.070
C  5.603  -1.039  3.969  -0.059
C  4.246  -1.184  3.735  -0.027
C  1.338  -0.469  3.573  -0.165
C  1.508  0.816  4.079  -0.020
C  0.721  1.257  5.131  -0.061
C  -0.235  0.418  5.690  -0.077
C  -0.396  -0.866  5.196  -0.068
C  0.388  -1.309  4.138  -0.031
H  2.845  -2.770  2.461  0.113
H  4.009  0.506  0.811  0.110
H  6.417  0.769  1.231  0.109
H  7.448  -0.212  3.250  0.109
H  6.042  -1.460  4.863  0.111
H  3.629  -1.694  4.469  0.131
H  2.252  1.470  3.644  0.126
H  0.860  2.257  5.522  0.108
H  -0.843  0.763  6.516  0.106
H  -1.131  -1.530  5.632  0.107
H  0.256  -2.308  3.748  0.098
C  -3.399  3.529  -3.482  -0.202
Si  -2.503  1.927  -3.816  0.388
C  -1.534  2.063  -5.409  -0.209
C  -3.776  0.561  -3.966  -0.211
Sb  -0.755  1.357  -1.967  1.269
Si  0.793  3.453  -1.983  0.387
C  -0.310  4.937  -2.228  -0.217
C  1.892  3.190  -3.469  -0.203
C  1.793  3.611  -0.432  -0.214
Si  -2.265  0.676  0.056  0.404
C  -3.258  2.254  0.154  -0.212
C  -3.226  -0.777  -0.586  -0.196
C  -1.447  0.299  1.660  -0.186
H  -4.091  3.682  -4.316  0.048
H  -2.743  4.396  -3.435  0.010
H  -3.997  3.503  -2.571  0.019
H  -2.231  2.380  -6.191  0.046
H  -1.107  1.109  -5.725  0.034
H  -0.736  2.806  -5.366  0.020
H  -4.161  0.573  -4.989  0.045
H  -4.621  0.744  -3.298  0.036
H  -3.400  -0.441  -3.766  0.009
H  -0.672  5.003  -3.254  0.023
H  0.279  5.837  -2.027  0.045
H  -1.169  4.949  -1.555  0.031
H  1.340  3.071  -4.402  0.020
H  2.554  2.332  -3.347  0.025
H  2.524  4.077  -3.574  0.048
H  1.181  3.609  0.470  0.036
H  2.336  4.560  -0.487  0.046
H  2.509  2.798  -0.332  0.018
H  -3.845  2.439  -0.745  0.006
H  -2.620  3.122  0.341  0.037
H  -3.953  2.178  0.994  0.047
H  -3.812  -0.543  -1.473  0.010
H  -3.911  -1.122  0.194  0.044
H  -2.538  -1.596  -0.807  0.022
H  -0.721  1.050  1.970  0.041
H  -0.985  -0.686  1.625  0.017
H  -2.247  0.268  2.410  0.062
C  -2.342  -4.666  0.014  -0.032
C  -1.499  -4.063  1.134  -0.724
C  -0.609  -5.143  1.746  -0.071
C  -2.399  -3.464  2.209  -0.022
O  -0.715  -2.993  0.599  -0.421
H  -2.916  -5.523  0.370  0.092
H  -1.698  -4.999  -0.803  0.085
H  -3.043  -3.928  -0.378  0.074
H  -1.210  -5.925  2.212  0.095
H  0.036  -4.716  2.520  0.078
H  0.015  -5.621  0.985  0.065
H  -3.075  -4.218  2.619  0.095
H  -2.998  -2.656  1.785  0.069
H  -1.804  -3.055  3.026  0.070

Values from the calculation:
**Frontier orbital gap**: 8.69 eV
**Highest occupied orbital energy**: -11.110 eV
**Spin multiplicity**: 1
**Net charge**: +1

***

Number 1: electronic energy -77582.858 eV. Number 2: electronic energy -105636.451 eV. Number 3: electronic energy -64161.597 eV. Number 4: electronic energy -78218.033 eV.